# 1
Entry from OMol25: a molecular structure, C31H50BeBrN5P2 at a distorted geometry (the ωB97M-V functional and the def2-TZVPD basis).

Positions of all 90 atoms, in Å:
C -0.583 6.871 -4.351
C -0.759 5.486 -4.594
C -1.071 5.104 -5.923
C -1.186 6.093 -6.904
N -1.018 7.407 -6.674
C -0.722 7.770 -5.414
C -0.630 4.526 -3.554
C -0.518 3.695 -2.655
C -0.388 2.734 -1.614
C 0.677 2.809 -0.682
C 0.799 1.860 0.338
C -0.128 0.801 0.479
C -1.189 0.734 -0.455
C -1.322 1.675 -1.481
Be 0.055 -0.554 1.947
P 1.945 -1.460 0.924
H -1.219 4.049 -6.170
H -0.341 7.226 -3.345
H -1.427 5.810 -7.938
H -0.588 8.846 -5.238
H -2.149 1.603 -2.194
H 1.405 3.622 -0.771
H -1.928 -0.073 -0.380
H 1.635 1.947 1.043
C 2.241 -3.123 1.704
C 3.225 -4.102 1.051
H 1.235 -3.578 1.756
H 2.511 -2.888 2.750
H 3.467 -4.912 1.762
H 2.791 -4.571 0.152
H 4.171 -3.618 0.762
C 1.840 -1.727 -0.913
C 2.914 -1.106 -1.816
H 0.843 -1.345 -1.195
H 1.777 -2.822 -1.052
H 2.655 -1.282 -2.876
H 2.978 -0.014 -1.671
H 3.915 -1.531 -1.641
C 3.441 -0.398 1.225
C 4.830 -1.047 1.196
H 3.251 0.037 2.223
H 3.365 0.429 0.494
H 5.603 -0.273 1.348
H 4.938 -1.782 2.011
H 5.047 -1.554 0.241
Br 0.286 -2.273 3.807
P -2.627 -4.148 -2.396
C -0.749 -4.195 -2.259
C -0.146 -5.599 -2.409
H -0.438 -3.725 -1.305
H -0.369 -3.545 -3.070
H 0.926 -5.542 -2.674
H -0.228 -6.183 -1.476
H -0.665 -6.167 -3.201
C -3.106 -3.817 -0.609
C -4.517 -4.288 -0.236
H -3.031 -2.721 -0.480
H -2.351 -4.271 0.064
H -4.598 -4.466 0.852
H -5.276 -3.537 -0.516
H -4.777 -5.233 -0.744
C -2.825 -2.391 -3.033
C -3.091 -2.319 -4.542
H -1.933 -1.794 -2.760
H -3.680 -1.958 -2.479
H -3.572 -1.363 -4.814
H -2.155 -2.395 -5.124
H -3.753 -3.141 -4.868
C -0.181 2.268 3.066
N 0.019 0.803 3.386
C -1.228 0.465 4.161
N -1.362 1.255 5.395
C -1.522 2.665 5.034
N -0.348 3.106 4.278
C 0.848 2.972 5.129
N 1.042 1.561 5.492
C 1.228 0.761 4.265
C -0.149 1.080 6.219
H -1.056 2.415 2.395
H 0.690 2.719 2.592
H -1.328 -0.573 4.464
H -2.123 0.609 3.513
H -1.650 3.286 5.950
H -2.444 2.808 4.429
H 1.747 3.359 4.598
H 0.745 3.595 6.046
H 1.526 -0.245 4.574
H 2.109 1.146 3.711
H -0.258 1.637 7.177
H -0.023 0.009 6.497

Frontier orbital gap (alpha / beta), eV: 3.942 / 3.067
Total charge: +2
Highest occupied orbital energy (alpha / beta), Eh: -0.471 / -0.476

These are the Löwdin partial charges, in e, on atoms 1 to 5: -0.0061 -0.2298 -0.0129 -0.1270 0.0722


# 2
Entry from OMol25: a molecular structure, C31H50BrN4OsP3 at a distorted geometry (the ωB97M-V functional and the def2-TZVPD basis).

Positions of all 90 atoms, in Å:
C -4.901 -1.412 -2.662
C -3.562 -1.592 -3.107
C -3.254 -0.964 -4.342
C -4.272 -1.103 -5.297
N -5.509 -1.482 -4.987
C -5.838 -1.526 -3.699
C -2.603 -2.457 -2.457
C -1.706 -3.064 -1.900
C -0.519 -3.327 -1.018
C 0.250 -2.326 -0.293
C 1.434 -2.649 0.418
C 1.698 -3.990 0.585
C 1.052 -4.989 -0.107
C -0.056 -4.624 -0.906
Os 0.861 -0.809 0.766
P -0.730 0.963 -0.231
H -2.286 -0.517 -4.555
H -5.168 -1.284 -1.613
H -4.060 -0.902 -6.330
H -6.876 -1.662 -3.450
H -0.648 -5.339 -1.451
H 2.567 -0.807 0.046
H 1.370 -6.028 -0.072
H 2.309 -2.000 0.757
C -0.294 2.632 0.537
C -0.720 3.909 -0.173
H 0.802 2.574 0.638
H -0.711 2.602 1.555
H -0.363 4.758 0.427
H -0.288 4.010 -1.177
H -1.810 3.998 -0.241
C -0.657 1.347 -2.070
C -1.877 1.962 -2.766
H -0.399 0.377 -2.527
H 0.208 2.009 -2.233
H -1.610 2.238 -3.799
H -2.717 1.256 -2.827
H -2.216 2.884 -2.273
C -2.583 0.771 0.066
C -3.465 2.019 0.239
H -2.649 0.155 0.977
H -2.963 0.129 -0.744
H -4.506 1.709 0.435
H -3.153 2.643 1.091
H -3.494 2.654 -0.659
Br 2.820 -3.856 2.455
P 2.703 0.586 -1.075
C 2.584 2.202 -1.865
C 3.921 2.908 -2.061
H 1.903 2.824 -1.259
H 2.088 2.031 -2.832
H 3.701 3.880 -2.515
H 4.436 3.073 -1.108
H 4.580 2.353 -2.738
C 3.949 0.730 0.260
C 5.247 0.011 -0.046
H 3.482 0.340 1.186
H 4.065 1.802 0.408
H 5.867 0.066 0.855
H 5.103 -1.047 -0.297
H 5.793 0.501 -0.861
C 3.021 -0.676 -2.353
C 3.973 -0.240 -3.454
H 2.032 -0.937 -2.770
H 3.363 -1.582 -1.833
H 4.110 -1.092 -4.130
H 3.559 0.595 -4.032
H 4.957 0.042 -3.059
C -1.110 0.993 5.237
N -1.969 -0.096 4.703
C -1.456 -1.425 5.144
N -0.021 -1.638 4.843
C 0.811 -0.522 5.344
N 0.322 0.802 4.896
C 0.552 0.972 3.465
P -0.348 -0.393 2.513
C -2.065 -0.060 3.242
C 0.183 -1.923 3.433
H -1.223 0.985 6.331
H -1.449 1.963 4.833
H -2.050 -2.197 4.627
H -1.577 -1.477 6.233
H 1.854 -0.630 4.996
H 0.767 -0.557 6.443
H 0.156 1.937 3.104
H 1.614 0.854 3.187
H -2.742 -0.859 2.870
H -2.403 0.932 2.848
H 1.236 -2.146 3.166
H -0.426 -2.775 3.090

Energy relative to the best compared isomer or geometry (same formula, charge and spin), eV: 3.411
Frontier orbital gap (alpha / beta), eV: 4.234 / 2.493
Multiplicity: 5
Total charge: +4
Highest occupied orbital energy (alpha / beta), Eh: -0.647 / -0.647

These are the Löwdin partial charges, in e, on atoms 1 to 5: -0.0022 -0.2526 -0.0185 -0.0948 0.0985


Q: The highest total charge belongs to which entry?
A: C31H50BrN4OsP3


Q: Among the records above, which one has the lowest total charge?
A: C31H50BeBrN5P2


Q: Which formula does entry 2 have?
A: C31H50BrN4OsP3


Q: Which formula does entry 1 have?
A: C31H50BeBrN5P2